Entry 1:
ORCA calculation (ωB97M-V/def2-TZVPD) on 3 unconnected molecules or ions with the total composition C16H30BBrCl2N3O3P2.

Values from the calculation:
LUMO energy, eV: -4.33
Frontier orbital gap, Eh: 0.282

```
! wB97M-V def2-TZVPD RIJCOSX def2/J DEFGRID3
* xyz 1 1
C -3.25163 2.83349 4.09027
B -1.91940 2.92310 4.87954
O -1.79559 3.86058 5.85717
C -0.62939 1.98376 4.63905
N -0.29196 1.19058 5.58957
C 0.93407 0.41770 5.33278
C 1.52225 1.19735 4.16387
P 2.65303 0.10776 3.11399
O 1.90983 -1.32517 2.94098
Cl 4.07352 -0.29205 4.58485
C 0.27507 1.90308 3.49149
C 0.67059 3.26995 2.91335
C -0.50702 4.07149 2.32861
C -0.34772 4.46663 0.86055
Cl -1.92030 4.24722 0.01655
P -0.37851 0.71350 2.12159
O -1.85512 1.31375 1.77040
Br 0.81383 1.14078 0.27947
H -3.99521 2.32997 4.69742
H -3.62916 3.83721 3.94570
H -3.14421 2.32956 3.14121
H -1.18273 3.55202 6.53716
H -0.83649 1.14498 6.44124
H 0.77688 -0.64059 5.22162
H 1.57547 0.60228 6.18612
H 2.15517 1.98947 4.53913
H 1.59916 -1.72606 3.76655
H 1.47416 3.16745 2.19916
H 1.07211 3.85104 3.73641
H -1.45486 3.58083 2.45333
H -0.58740 4.99171 2.88879
H 0.37619 3.87453 0.32741
H -0.06632 5.49466 0.74651
H -2.00794 1.14585 0.82207
C 1.35164 -2.63957 -1.17929
C 0.50451 -3.21366 -2.31171
C -0.10548 -2.13528 -3.20975
C -0.98573 -1.25032 -2.44204
N -1.66787 -0.57393 -1.83110
H 0.75580 -2.02504 -0.50029
H 1.79089 -3.44327 -0.58861
H 2.16588 -2.02500 -1.57056
H -0.29131 -3.82842 -1.88623
H 1.11720 -3.86613 -2.92574
H -0.68763 -2.59423 -4.00819
H 0.67847 -1.53175 -3.66935
C -0.91990 -2.99776 -7.65445
C 0.50158 -3.22066 -8.15887
C 1.08599 -4.56932 -7.72364
C 1.14727 -4.66621 -6.26291
N 1.19738 -4.73958 -5.12802
H -0.95833 -2.97808 -6.56419
H -1.30590 -2.04351 -8.01156
H -1.58950 -3.78477 -8.00499
H 1.14249 -2.41300 -7.80028
H 0.50775 -3.17342 -9.24848
H 2.09410 -4.69236 -8.11820
H 0.47534 -5.39050 -8.09983
*
```

Entry 2:
ORCA calculation (ωB97M-V/def2-TZVPD) on C21H22N2O5 in the gas phase.

Values from the calculation:
LUMO energy, eV: -0.59
ΔE to the lowest compared entry with this formula, charge and spin, kcal per mole: 501.9
Frontier orbital gap, Eh: 0.256
Structure (SMILES): CCOC(=O)C1CCN(C(=O)c2cc3cc4cc(OC)ccc4nc3o2)CC1

```
! wB97M-V def2-TZVPD RIJCOSX def2/J DEFGRID3
* xyz 0 1
C -2.96262 0.80152 4.93654
C -2.14239 0.75067 3.56865
O -0.89222 1.03617 4.05148
C 0.01657 1.14240 3.15636
O -0.37057 1.32450 2.07273
C 1.59516 1.30557 3.59901
C 1.83606 0.21069 4.70331
C 1.61462 -1.31088 4.13977
N 1.58295 -1.15872 2.74100
C 0.14492 -1.32054 1.95996
O -0.60837 -1.93988 2.50774
C 0.21894 -1.04910 0.53442
C -1.00248 -1.30165 -0.09527
C -0.80884 -0.85603 -1.53254
C -1.37700 -0.71845 -2.65303
C -0.45468 -0.23631 -3.93678
C -1.13451 -0.20030 -5.05799
C -0.39832 0.36419 -6.12692
O -0.93538 0.43116 -7.45819
C -2.15013 0.39431 -7.67455
C 1.07284 0.26359 -5.92104
C 1.70765 0.16640 -4.83544
C 0.88246 -0.30421 -3.63076
N 1.71499 -0.08931 -2.54366
C 0.79536 -0.62896 -1.59383
O 1.09361 -0.82559 -0.27469
C 2.62408 -0.82761 2.16063
C 2.61441 0.84033 2.49558
H -4.16069 0.76325 4.62497
H -2.56462 0.20375 5.66451
H -2.71458 1.80002 5.56840
H -2.18372 -0.22273 3.09308
H -2.40083 1.55285 2.93551
H 1.61143 2.15622 3.92736
H 1.15297 0.34935 5.50464
H 2.77524 0.16887 4.78311
H 1.96260 -2.03866 4.52750
H 0.47709 -1.47440 4.47903
H -1.89297 -1.23467 0.21090
H -2.19411 -0.84088 -2.82020
H -2.29954 -0.19982 -5.11599
H -2.84758 1.19693 -7.01950
H -2.57358 -0.68438 -7.47980
H -2.53617 0.62134 -8.67960
H 1.50483 0.60376 -6.83078
H 2.82907 0.36472 -4.76600
H 3.53053 -0.97350 2.74800
H 2.77671 -0.80495 1.20978
H 1.95281 1.27745 1.43380
H 3.51800 1.15151 2.70879
*
```

Entry 3:
ORCA calculation (ωB97M-V/def2-TZVPD) on 2 unconnected molecules or ions with the total composition C8H13NO.

Values from the calculation:
LUMO energy, eV: -0.19
ΔE to the lowest compared entry with this formula, charge and spin, kcal per mole: 92.4
Frontier orbital gap, Eh: 0.313
Structure (SMILES): C=C[C@H](C)N.C#CC(C)=O

```
! wB97M-V def2-TZVPD RIJCOSX def2/J DEFGRID3
* xyz 0 1
C -1.17300 1.57820 0.90808
C -0.21868 1.13668 0.09982
C 1.34789 0.96726 0.70465
C 2.24142 0.42928 -0.39783
N 1.40876 0.14914 1.85514
H -1.14628 1.40620 1.97548
H -2.07638 2.04146 0.54109
H -0.24829 1.36348 -0.95939
H 1.63388 1.99279 0.96221
H 2.01158 -0.61274 -0.60108
H 3.27856 0.49768 -0.07187
H 2.12240 1.00388 -1.31384
H 0.98708 -0.76951 1.65908
H 0.92996 0.56700 2.64444
C 0.25119 -1.56068 -2.55582
C -0.26197 -1.40832 -1.47966
C -0.87508 -1.25153 -0.17236
C -2.37384 -1.05027 -0.26578
O -0.34184 -1.71576 0.84011
H 0.71623 -1.69331 -3.49285
H -2.81748 -1.97640 -0.63023
H -2.77842 -0.83588 0.72013
H -2.61770 -0.25866 -0.96953
*
```

Entry 4:
ORCA calculation (ωB97M-V/def2-TZVPD) on C5H8BrClO in the gas phase.

Values from the calculation:
LUMO energy, eV: 0.66
ΔE to the lowest compared entry with this formula, charge and spin, kcal per mole: 36.1
Frontier orbital gap, Eh: 0.378
Structure (SMILES): CO[C@@]1(C)C[C@@]1(Cl)Br

```
! wB97M-V def2-TZVPD RIJCOSX def2/J DEFGRID3
* xyz 0 1
C 1.19247 0.70211 -1.15209
O 0.73238 -0.61564 -0.95696
C -0.55848 -0.66297 -0.39890
C -0.58336 -1.35794 0.98540
C -1.57755 0.46728 -0.58758
C -1.82804 -0.86668 -1.21339
Cl -3.16401 -1.69905 -0.53539
Br -1.73048 -0.97675 -3.17883
H 2.26708 0.92261 -1.05502
H 0.52281 1.47754 -0.54640
H 1.02319 0.93900 -2.18335
H -0.27372 -2.42088 0.83800
H -1.64367 -1.29929 1.49066
H 0.28073 -0.82833 1.53849
H -2.27054 0.86689 0.10085
H -1.16215 1.26301 -1.19323
*
```

Entry 5:
ORCA calculation (ωB97M-V/def2-TZVPD) on 2 unconnected molecules or ions with the total composition C3H9F2NSi.

Values from the calculation:
LUMO energy, eV: 0.02
ΔE to the lowest compared entry with this formula, charge and spin, kcal per mole: 87.5
Frontier orbital gap, Eh: 0.355

```
! wB97M-V def2-TZVPD RIJCOSX def2/J DEFGRID3
* xyz 0 1
C -0.23691 1.66734 -1.16781
C -1.41456 0.76668 0.84603
C 0.87373 -2.19159 -0.29041
N -0.17386 0.93621 0.10065
F 2.35087 0.20839 -0.20987
F 0.62358 -1.15191 2.78358
Si 0.91839 -0.40375 0.12084
H -1.19117 1.58813 -1.65313
H 0.08626 2.64488 -1.05868
H 0.51909 1.27773 -1.86175
H -2.14470 0.24472 0.40719
H -1.11268 0.30741 1.82364
H -1.69687 1.76007 1.16726
H 1.57597 -2.47356 -1.06584
H 1.19260 -2.76070 0.56498
H -0.16974 -2.42006 -0.50670
*
```

Entry 6:
ORCA calculation (ωB97M-V/def2-TZVPD) on a molecular structure, C30H40As3CaN5O3.

Values from the calculation:
LUMO energy, eV: -5.75
ΔE to the lowest compared entry with this formula, charge and spin, kcal per mole: 11.7
Frontier orbital gap, Eh: 0.284

```
! wB97M-V def2-TZVPD RIJCOSX def2/J DEFGRID3
* xyz 2 1
Ca -0.73778 1.25125 -0.24931
N -2.70355 2.06770 2.12360
N -4.00614 1.95469 1.62878
C -4.22370 1.68399 0.32755
N -5.46771 1.56599 -0.09976
N -3.11381 1.58485 -0.41191
N -3.16449 1.23403 -1.71094
O -2.03101 1.13054 -2.22122
O -4.19302 1.03964 -2.31736
H -2.60830 1.47470 2.94148
H -2.52713 3.02801 2.40265
H -4.79063 2.13050 2.23891
H -6.24811 1.65199 0.53114
H -5.63413 1.36495 -1.07542
C 1.57505 -1.16045 -1.44130
C 0.65523 -2.35985 -1.21339
As -1.09519 -1.81685 -0.47421
C -0.94374 -2.45024 1.36078
C -0.50275 -3.72937 1.67996
C -0.40103 -4.12514 3.00607
C -0.74030 -3.24374 4.02562
C -1.18662 -1.96715 3.71666
C -1.28770 -1.57641 2.38832
C -2.28631 -3.12076 -1.28130
C -1.87086 -4.40004 -1.63287
C -2.77685 -5.29985 -2.17367
C -4.09980 -4.92461 -2.36712
C -4.51891 -3.64721 -2.02346
C -3.61174 -2.74781 -1.48366
As 1.82839 -0.16195 0.22889
C 3.14047 1.17881 -0.28919
C 3.31734 1.59619 -1.60656
C 4.21320 2.61630 -1.90192
C 4.92869 3.23628 -0.88651
C 4.75246 2.83030 0.43104
C 3.86124 1.80829 0.72723
C 2.87992 -1.43012 1.25060
C 4.08606 -1.91248 0.75210
C 4.81972 -2.82733 1.48871
C 4.35252 -3.25842 2.72589
C 3.15190 -2.77455 3.22562
C 2.41343 -1.85961 2.48884
H 1.13095 -0.48393 -2.18031
H 2.54003 -1.47828 -1.83794
H 1.12240 -3.08217 -0.54356
H 0.45978 -2.86093 -2.16083
H -0.24126 -4.43035 0.89578
H -0.06032 -5.12463 3.24331
H -0.66368 -3.55739 5.05860
H -1.45797 -1.28444 4.51322
H -1.64909 -0.58385 2.13762
H -0.84045 -4.70466 -1.49297
H -2.44932 -6.29403 -2.44700
H -4.80379 -5.62797 -2.79187
H -5.54744 -3.35133 -2.18249
H -3.93849 -1.74573 -1.22594
H 2.78498 1.11098 -2.41598
H 4.36271 2.91835 -2.93080
H 5.63199 4.02443 -1.12098
H 5.32195 3.29625 1.22481
H 3.75374 1.46211 1.75115
H 4.45980 -1.56426 -0.20452
H 5.75878 -3.20148 1.10317
H 4.92985 -3.97018 3.30111
H 2.78963 -3.10835 4.18941
H 1.46897 -1.48924 2.87171
O 0.50311 2.70938 1.47514
H 0.47117 2.93000 2.41252
H 1.42713 2.83671 1.20836
C -1.57461 5.11022 -1.39226
As -0.08973 3.86395 -1.61545
C 1.41018 5.02028 -1.14347
C 0.05039 3.82754 -3.55471
H -1.39678 6.02065 -1.96187
H -1.68565 5.36793 -0.33965
H -2.49604 4.64846 -1.74704
H 1.45019 5.87713 -1.81418
H 2.34476 4.46358 -1.21520
H 1.28620 5.38123 -0.12291
H 0.07714 4.83833 -3.95786
H -0.80530 3.29608 -3.96894
H 0.95977 3.30455 -3.84655
*
```